{"formula": "C8H10N2O2S", "method": "wB97M-V/def2-TZVPD", "orbital_gap_ev": [7.28, 8.05], "e_above_lowest_kj_mol": 560.1, "e_homo_ev": [-8.6, -9.4], "symbols": ["C", "C", "C", "C", "C", "C", "C", "C", "N", "N", "O", "O", "S", "H", "H", "H", "H", "H", "H", "H", "H", "H", "H"], "coordinates": [[-1.735, 0.332, -3.064], [-0.893, -0.642, -2.599], [-2.102, 1.310, -2.095], [-0.638, -0.880, -1.262], [-1.797, 1.184, -0.740], [-1.056, 0.064, -0.387], [1.750, -0.428, 1.522], [1.273, 0.875, 2.077], [-0.947, -2.077, 1.479], [2.346, -1.179, 2.587], [1.653, -0.779, 0.352], [-2.255, -0.134, 2.018], [-1.043, -0.591, 1.475], [-2.181, 0.428, -3.972], [-0.518, -1.322, -3.350], [-2.827, 2.112, -2.166], [0.070, -1.544, -1.007], [-2.076, 1.788, 0.044], [0.755, 1.543, 1.466], [1.281, 0.968, 3.132], [-0.019, -2.359, 1.091], [2.141, -0.958, 3.534], [2.340, -2.235, 2.578]], "nbo_charge": [-0.200, -0.186, -0.193, -0.223, -0.239, -0.143, 0.588, -0.384, -1.027, -0.840, -0.635, -0.910, 1.732, 0.218, 0.212, 0.219, 0.235, 0.229, 0.201, 0.187, 0.382, 0.382, 0.394]}


{"formula": "C2H2AgF", "method": "wB97M-V/def2-TZVPD", "orbital_gap_ev": [7.24, 5.69], "charge": -1, "multiplicity": 2, "e_above_lowest_kj_mol": 80.6, "e_homo_ev": [-3.4, -3.8], "symbols": ["F", "C", "C", "H", "H", "Ag"], "coordinates": [[0.220, 0.625, 2.721], [-0.494, 0.128, 0.700], [0.325, 0.139, -0.239], [-1.479, -0.259, 1.048], [1.348, 0.436, -0.445], [-0.005, -2.109, -2.672]], "lowdin_spin": [0.023, 0.032, 0.043, -0.001, -0.002, 0.905]}


{"formula": "C9H14", "method": "wB97M-V/def2-TZVPD", "orbital_gap_ev": 10.03, "smiles": "Cc1ccccc1.CC", "e_above_lowest_kj_mol": 120.0, "e_homo_ev": -9.0, "symbols": ["C", "C", "C", "C", "C", "C", "C", "H", "H", "H", "H", "H", "H", "H", "H", "C", "C", "H", "H", "H", "H", "H", "H"], "coordinates": [[0.759, 1.711, -0.199], [0.421, 1.030, 1.089], [-0.937, 0.722, 1.321], [-1.351, 0.298, 2.556], [-0.444, -0.222, 3.485], [0.900, -0.071, 3.155], [1.370, 0.641, 2.017], [-0.111, 2.199, -0.645], [1.236, 1.161, -1.035], [1.379, 2.641, 0.169], [-1.647, 1.085, 0.562], [-2.412, 0.175, 2.815], [-0.778, -0.701, 4.387], [1.551, -0.529, 3.908], [2.446, 0.838, 1.903], [0.090, -0.919, -2.720], [-0.613, -1.878, -3.680], [-0.116, 0.152, -2.633], [-0.169, -1.352, -1.747], [1.169, -0.882, -2.856], [-1.051, -2.695, -3.171], [-1.569, -1.396, -4.074], [-0.123, -2.007, -4.607]], "nbo_charge": [-0.639, -0.007, -0.227, -0.195, -0.233, -0.192, -0.232, 0.214, 0.229, 0.218, 0.210, 0.208, 0.217, 0.208, 0.219, -0.629, -0.620, 0.207, 0.210, 0.204, 0.215, 0.199, 0.213]}


{"formula": "C30H22F9N6O4ReS2", "method": "wB97M-V/def2-TZVPD", "orbital_gap_ev": [6.57, 6.90], "charge": 1, "multiplicity": 2, "e_above_lowest_kj_mol": 14.0, "e_homo_ev": [-11.8, -11.8], "symbols": ["Re", "O", "N", "O", "S", "C", "C", "C", "N", "C", "C", "C", "C", "C", "N", "C", "C", "H", "H", "H", "H", "H", "H", "H", "H", "N", "C", "N", "C", "N", "O", "S", "C", "C", "C", "C", "C", "C", "C", "C", "C", "C", "C", "C", "C", "C", "H", "H", "H", "H", "H", "H", "H", "H", "H", "H", "H", "H", "H", "H", "F", "C", "F", "F", "C", "O", "C", "F", "F", "F", "C", "F", "F", "F"], "coordinates": [[0.344, -0.991, 0.316], [0.632, -3.932, -0.621], [-0.083, -3.957, 0.313], [-0.261, -2.754, 0.923], [1.173, 0.057, 6.855], [0.973, -0.260, 5.115], [-0.122, -0.965, 4.630], [-0.247, -1.172, 3.272], [0.654, -0.704, 2.392], [1.724, -0.044, 2.861], [1.922, 0.190, 4.204], [-0.238, 1.145, 7.036], [-0.113, 2.499, 6.764], [-1.237, 3.300, 6.904], [-2.420, 2.840, 7.288], [-2.522, 1.548, 7.568], [-1.464, 0.656, 7.462], [-0.879, -1.348, 5.300], [-1.083, -1.720, 2.863], [2.422, 0.328, 2.123], [2.793, 0.736, 4.535], [0.833, 2.921, 6.454], [-1.179, 4.362, 6.697], [-3.496, 1.203, 7.896], [-1.592, -0.386, 7.719], [2.202, -1.327, -0.002], [3.375, -1.332, -0.231], [4.546, -1.441, -0.552], [5.681, -0.845, -0.290], [6.712, -0.356, -0.127], [0.086, -1.071, -1.772], [0.813, -1.962, -2.799], [-0.446, -3.070, -3.489], [-1.620, -2.391, -4.119], [-1.735, -2.344, -5.506], [-2.821, -1.719, -6.097], [-3.799, -1.137, -5.303], [-3.690, -1.183, -3.921], [-2.605, -1.806, -3.327], [1.036, -0.834, -4.192], [2.092, 0.185, -3.870], [3.420, -0.202, -3.713], [4.392, 0.741, -3.421], [4.044, 2.076, -3.275], [2.724, 2.468, -3.442], [1.751, 1.526, -3.742], [-0.713, -3.739, -2.672], [0.124, -3.655, -4.216], [-0.978, -2.808, -6.127], [-2.907, -1.694, -7.174], [-4.651, -0.655, -5.762], [-4.458, -0.740, -3.302], [-2.526, -1.849, -2.249], [0.070, -0.386, -4.422], [1.334, -1.476, -5.026], [3.701, -1.242, -3.836], [5.426, 0.438, -3.318], [4.805, 2.811, -3.053], [2.453, 3.512, -3.357], [0.727, 1.836, -3.899], [-0.788, 1.804, -1.762], [-0.620, 1.922, -0.463], [0.594, 1.308, -0.148], [-0.481, 3.194, -0.143], [-1.710, 1.177, 0.345], [-1.397, -0.153, 0.343], [-3.101, 1.329, -0.338], [-4.055, 0.849, 0.452], [-3.127, 0.649, -1.482], [-3.361, 2.612, -0.606], [-1.763, 1.738, 1.801], [-2.405, 0.886, 2.594], [-2.368, 2.919, 1.862], [-0.514, 1.884, 2.280]], "lowdin_spin": [0.777, 0.002, -0.001, -0.004, 0.001, 0.005, -0.001, 0.006, -0.002, 0.005, -0.001, 0.000, 0.000, 0.000, 0.000, 0.000, 0.000, 0.000, 0.000, 0.001, 0.000, 0.000, 0.000, 0.000, 0.000, 0.006, 0.051, 0.041, 0.006, 0.008, 0.014, 0.004, 0.001, 0.000, 0.000, 0.000, 0.000, 0.000, 0.000, 0.000, 0.000, 0.000, 0.000, 0.000, 0.000, 0.000, 0.000, 0.000, 0.000, 0.000, 0.000, 0.000, 0.000, 0.000, 0.000, 0.000, 0.000, 0.000, 0.000, 0.000, 0.000, 0.000, 0.001, 0.000, 0.007, 0.070, 0.001, 0.000, 0.001, 0.000, 0.003, 0.000, 0.001, 0.000]}


{"formula": "C24H32O24", "method": "wB97M-V/def2-TZVPD", "orbital_gap_ev": 10.63, "smiles": "O=C1OCCO1.O=C1OCCO1.O=C1OCCO1.O=C1OCCO1.O=C1OCCO1.O=C1OCCO1.O=C1OCCO1.O=C1OCCO1", "e_above_lowest_kj_mol": 570.7, "e_homo_ev": -10.7, "symbols": ["O", "C", "O", "C", "C", "O", "H", "H", "H", "H", "O", "C", "O", "C", "C", "O", "H", "H", "H", "H", "O", "C", "O", "C", "C", "O", "H", "H", "H", "H", "O", "C", "O", "C", "C", "O", "H", "H", "H", "H", "O", "C", "O", "C", "C", "O", "H", "H", "H", "H", "O", "C", "O", "C", "C", "O", "H", "H", "H", "H", "O", "C", "O", "C", "C", "O", "H", "H", "H", "H", "O", "C", "O", "C", "C", "O", "H", "H", "H", "H"], "coordinates": [[7.216, -3.772, -9.102], [6.110, -3.880, -8.588], [5.600, -3.016, -7.634], [4.396, -3.436, -7.117], [4.310, -4.769, -7.738], [5.173, -4.806, -8.886], [4.344, -3.524, -6.031], [3.482, -2.932, -7.430], [3.285, -5.002, -8.024], [4.388, -5.500, -6.933], [-2.052, 5.845, 5.648], [-2.176, 7.084, 5.627], [-3.214, 7.668, 6.021], [-3.252, 9.073, 5.582], [-1.775, 9.291, 5.162], [-1.277, 7.946, 5.151], [-3.899, 9.262, 4.725], [-3.507, 9.781, 6.371], [-1.191, 9.970, 5.784], [-1.655, 9.639, 4.136], [-8.189, -6.516, 3.519], [-7.245, -6.579, 2.723], [-6.348, -5.673, 2.537], [-5.475, -5.939, 1.401], [-5.829, -7.418, 1.184], [-7.087, -7.557, 1.779], [-5.681, -5.392, 0.482], [-4.501, -5.699, 1.828], [-5.150, -8.165, 1.594], [-5.750, -7.590, 0.110], [4.752, -8.981, -2.601], [3.927, -8.160, -2.206], [4.207, -7.283, -1.291], [3.072, -6.587, -0.844], [2.158, -6.740, -2.028], [2.713, -7.878, -2.610], [2.792, -6.747, 0.197], [3.278, -5.527, -0.996], [2.257, -5.907, -2.723], [1.100, -6.897, -1.817], [3.968, 10.145, -0.949], [3.799, 8.935, -0.770], [4.483, 7.856, -1.307], [4.243, 6.717, -0.592], [3.066, 7.033, 0.178], [2.898, 8.453, 0.048], [3.900, 5.943, -1.279], [5.042, 6.361, 0.060], [3.190, 6.637, 1.186], [2.167, 6.549, -0.204], [2.174, -0.360, -0.971], [1.281, -0.016, -0.184], [0.200, -0.726, 0.170], [-0.729, 0.055, 0.908], [0.069, 1.264, 1.249], [1.223, 1.205, 0.454], [-1.608, 0.408, 0.371], [-1.117, -0.551, 1.727], [0.319, 1.111, 2.298], [-0.514, 2.181, 1.161], [-2.380, 5.509, -2.650], [-1.732, 5.601, -3.730], [-1.909, 4.819, -4.853], [-1.317, 5.379, -5.969], [-0.227, 6.299, -5.278], [-0.820, 6.542, -4.022], [-0.892, 4.647, -6.655], [-2.182, 5.805, -6.477], [-0.062, 7.246, -5.791], [0.725, 5.768, -5.267], [-0.428, -4.246, 4.866], [-1.187, -4.313, 5.821], [-1.740, -5.447, 6.200], [-2.422, -5.227, 7.402], [-2.308, -3.745, 7.640], [-1.558, -3.278, 6.623], [-3.444, -5.527, 7.170], [-2.120, -5.781, 8.290], [-2.017, -3.515, 8.665], [-3.340, -3.423, 7.498]], "mulliken_charge": [-0.524, 0.634, -0.318, -0.189, -0.341, -0.307, 0.272, 0.236, 0.316, 0.223, -0.613, 0.726, -0.309, -0.223, -0.253, -0.338, 0.245, 0.277, 0.252, 0.236, -0.571, 0.711, -0.325, -0.242, -0.290, -0.330, 0.248, 0.259, 0.254, 0.285, -0.577, 0.783, -0.348, -0.213, -0.292, -0.360, 0.317, 0.202, 0.215, 0.271, -0.568, 0.696, -0.342, -0.189, -0.287, -0.321, 0.238, 0.270, 0.277, 0.228, -0.567, 0.668, -0.322, -0.259, -0.250, -0.315, 0.221, 0.273, 0.237, 0.314, -0.572, 0.694, -0.330, -0.258, -0.294, -0.298, 0.263, 0.244, 0.284, 0.267, -0.573, 0.681, -0.315, -0.294, -0.227, -0.308, 0.235, 0.265, 0.299, 0.236]}


{"formula": "C4H10ClNS", "method": "wB97M-V/def2-TZVPD", "orbital_gap_ev": [6.48, 7.47], "multiplicity": 3, "e_above_lowest_kj_mol": 34.0, "e_homo_ev": [-5.9, -9.7], "symbols": ["C", "C", "C", "C", "N", "S", "Cl", "H", "H", "H", "H", "H", "H", "H", "H", "H", "H"], "coordinates": [[1.145, 0.962, 0.376], [0.673, -1.391, 0.948], [0.822, -0.559, -1.452], [0.790, -0.251, 0.055], [-1.953, 1.549, -0.292], [-1.957, -0.066, 0.238], [-2.820, 0.247, 2.067], [1.285, 1.793, -0.292], [-1.048, 1.943, -0.314], [1.018, 1.365, 1.519], [0.443, -2.290, 0.278], [-0.052, -1.259, 1.716], [1.667, -1.559, 1.425], [0.892, 0.346, -1.949], [1.645, -1.259, -1.655], [-0.212, -0.953, -1.437], [-2.338, 1.383, -1.229]], "lowdin_spin": [0.060, 0.009, 0.024, 0.023, 0.124, 1.087, 0.616, 0.004, 0.014, 0.002, 0.000, 0.002, 0.000, 0.000, 0.001, 0.018, 0.015]}


{"formula": "C10H5Cl4N3OS", "method": "wB97M-V/def2-TZVPD", "orbital_gap_ev": 8.54, "smiles": "Oc1cnc2cccc(N=C=S)c2n1.ClC(Cl)(Cl)Cl", "e_homo_ev": -8.9, "symbols": ["O", "C", "C", "N", "C", "C", "C", "C", "C", "N", "C", "S", "C", "N", "H", "H", "H", "H", "H", "Cl", "C", "Cl", "Cl", "Cl"], "coordinates": [[-1.657, -0.139, -3.330], [-1.097, -0.906, -2.347], [-0.321, -2.038, -2.721], [0.225, -2.865, -1.879], [0.010, -2.524, -0.570], [0.570, -3.329, 0.445], [0.374, -3.060, 1.770], [-0.389, -1.930, 2.142], [-0.935, -1.126, 1.182], [-1.735, -0.005, 1.616], [-1.349, 1.106, 1.302], [-1.128, 2.510, 0.652], [-0.755, -1.412, -0.194], [-1.339, -0.589, -1.117], [-0.995, 0.457, -3.694], [-0.194, -2.236, -3.781], [1.146, -4.196, 0.149], [0.827, -3.716, 2.498], [-0.540, -1.737, 3.195], [2.282, 4.289, 2.101], [1.857, 5.548, 0.937], [2.842, 5.362, -0.518], [0.149, 5.401, 0.513], [2.154, 7.137, 1.651]], "nbo_charge": [-0.684, 0.447, -0.014, -0.334, 0.085, -0.195, -0.195, -0.211, 0.126, -0.471, 0.257, 0.063, 0.138, -0.393, 0.491, 0.202, 0.227, 0.223, 0.230, 0.059, -0.225, 0.054, 0.062, 0.057]}